No. 1
Below is C51H50Br2ClLaN4O3P3S as an isolated structure in a non-equilibrium geometry, with properties calculated with wB97M-V/def2-TZVPD.

Structure (XYZ):
```
116
Properties=species:S:1:pos:R:3
La -0.48 -0.19 0.69
Br -4.68 -3.47 1.35
C -3.67 -2.76 2.79
C -4.16 -2.91 4.08
C -3.49 -2.36 5.15
Br -4.20 -2.62 6.90
C -2.31 -1.62 4.96
C -1.56 -1.01 5.99
C -0.42 -0.32 5.68
C -0.03 -0.21 4.34
N -0.71 -0.76 3.35
C -1.82 -1.48 3.64
C -2.47 -2.09 2.50
O -1.95 -2.00 1.34
H -5.08 -3.45 4.25
H -1.89 -1.10 7.02
H 0.18 0.14 6.45
H 0.87 0.33 4.05
O 0.79 -2.13 -3.48
C 1.84 -2.98 -3.30
C 2.80 -3.25 -4.27
C 3.77 -4.21 -4.02
C 3.78 -4.91 -2.82
C 2.85 -4.59 -1.84
C 1.89 -3.60 -2.05
P 0.74 -3.02 -0.73
C -0.56 -4.31 -0.91
C -1.31 -4.73 0.19
C -2.26 -5.72 0.05
C -2.52 -6.27 -1.20
C -1.83 -5.81 -2.31
C -0.84 -4.84 -2.16
C 1.76 -3.64 0.69
C 1.55 -4.80 1.43
C 2.43 -5.16 2.43
C 3.55 -4.39 2.70
C 3.80 -3.26 1.94
C 2.91 -2.89 0.94
C 0.88 -1.11 -4.42
C 0.88 -1.37 -5.78
C 1.05 -0.32 -6.67
C 1.24 0.97 -6.19
C 1.17 1.22 -4.83
C 0.95 0.19 -3.92
P 0.40 0.46 -2.16
C 1.65 1.75 -1.80
C 1.35 3.07 -1.49
C 2.38 4.00 -1.32
C 3.70 3.60 -1.41
C 4.01 2.27 -1.66
C 2.99 1.35 -1.86
C -1.17 1.20 -2.50
C -2.37 0.38 -2.12
C -3.56 0.68 -2.96
C -3.68 1.86 -3.59
C -2.61 2.80 -3.63
C -1.37 2.42 -3.16
H 2.81 -2.71 -5.20
H 4.51 -4.43 -4.78
H 4.51 -5.68 -2.64
H 2.89 -5.10 -0.89
H -1.15 -4.26 1.15
H -2.81 -6.06 0.92
H -3.27 -7.05 -1.31
H -2.05 -6.21 -3.29
H -0.30 -4.51 -3.04
H 0.70 -5.44 1.21
H 2.24 -6.06 3.01
H 4.23 -4.68 3.49
H 4.67 -2.65 2.13
H 3.11 -2.00 0.36
H 0.74 -2.38 -6.15
H 1.06 -0.51 -7.73
H 1.41 1.79 -6.88
H 1.28 2.23 -4.46
H 0.32 3.36 -1.38
H 2.14 5.04 -1.12
H 4.50 4.33 -1.28
H 5.04 1.94 -1.69
H 3.22 0.32 -2.08
H -2.16 -0.69 -2.09
H -4.35 -0.06 -2.97
H -4.60 2.09 -4.13
H -2.74 3.76 -4.12
H -0.53 3.08 -3.33
Cl 2.00 0.22 1.48
S -2.84 0.79 -0.28
C -2.95 4.26 0.89
N -1.55 4.69 0.94
C -1.08 5.27 -0.31
P -0.59 3.72 1.91
O -0.52 2.26 1.63
N -1.27 3.94 3.41
C -1.66 2.83 4.26
C -1.60 5.25 3.93
N 0.91 4.45 1.83
C 2.05 3.66 2.28
C 1.10 5.87 2.05
H -3.58 5.14 0.69
H -3.24 3.84 1.85
H -3.12 3.50 0.12
H -1.43 6.30 -0.39
H -1.46 4.71 -1.17
H 0.01 5.26 -0.34
H -1.33 1.90 3.81
H -2.75 2.79 4.39
H -1.20 2.93 5.26
H -1.42 6.01 3.18
H -1.00 5.48 4.83
H -2.66 5.30 4.21
H 2.30 3.89 3.33
H 2.92 3.89 1.66
H 1.85 2.60 2.18
H 0.25 6.44 1.68
H 1.99 6.19 1.51
H 1.25 6.11 3.11
```

Results
highest occupied orbital energy: -0.093 hartree
orbital gap: 4.62 eV
net charge: -1

No. 2
Below is one molecule with the formula C21H33I2N2O3PS4 in a non-equilibrium geometry, with properties calculated with wB97M-V/def2-TZVPD.

Structure (XYZ):
```
66
Properties=species:S:1:pos:R:3
C 0.94 5.42 2.13
C 0.50 4.27 1.23
S 1.15 2.68 1.83
C -0.24 1.55 1.55
C -0.16 0.57 0.37
O -1.41 -0.15 0.43
C -1.25 -1.36 1.12
I -2.55 -1.21 2.89
C 0.30 -1.68 1.26
C 0.71 -3.12 0.88
C -0.35 -4.22 0.68
C 0.33 -5.43 0.01
I -1.23 -4.96 2.49
P 0.76 -1.54 3.07
S 2.64 -1.90 3.54
C 0.85 -0.57 0.30
C 0.95 -1.03 -1.18
C -0.24 -1.76 -1.83
C -1.19 -0.81 -2.60
S -2.89 -1.47 -2.64
C -3.80 0.06 -2.70
S -4.63 0.46 -4.02
N -3.76 0.91 -1.59
C -4.16 0.68 -0.30
C -3.95 1.85 0.38
N -3.41 2.80 -0.46
C -3.32 2.22 -1.63
C 2.32 -0.25 0.69
C 3.25 0.40 -0.34
C 2.83 1.74 -0.98
C 3.21 1.79 -2.44
O 4.27 1.50 -2.86
O 2.24 2.26 -3.29
H 1.11 6.32 1.54
H 0.16 5.63 2.86
H 1.83 5.15 2.69
H -0.58 4.18 1.20
H 0.81 4.42 0.20
H -0.45 1.06 2.49
H -1.10 2.17 1.35
H -0.18 1.19 -0.52
H -1.80 -2.08 0.53
H 1.41 -3.52 1.61
H 1.27 -3.09 -0.05
H -1.16 -3.94 0.03
H 0.84 -6.04 0.75
H 1.03 -5.09 -0.75
H -0.43 -6.04 -0.46
H -0.01 -2.49 3.72
H 0.40 -0.29 3.59
H 1.16 -0.18 -1.82
H 1.79 -1.72 -1.22
H -0.79 -2.40 -1.15
H 0.17 -2.42 -2.59
H -1.21 0.19 -2.18
H -0.85 -0.79 -3.63
H -4.56 -0.25 0.07
H -4.15 2.04 1.42
H -2.95 2.67 -2.53
H 2.38 0.32 1.61
H 2.78 -1.20 0.93
H 4.19 0.59 0.18
H 3.53 -0.27 -1.15
H 1.77 1.96 -0.92
H 3.35 2.58 -0.53
H 1.49 1.66 -3.29
```

Results
highest occupied orbital energy: -0.316 hartree
structure (SMILES): CCSC[C@@H]1O[C@H](I)[C@](C[C@@H](C)I)([PH2]=S)[C@]1(CCCSC(=S)n1ccnc1)CCCC(=O)O
orbital gap: 7.32 eV

No. 3
Below is C44H45BrGeN8O5SSeV as an isolated structure in a non-equilibrium geometry, with properties calculated with wB97M-V/def2-TZVPD.

Structure (XYZ):
```
107
Properties=species:S:1:pos:R:3
V 0.02 0.72 -0.13
O -0.53 2.82 0.34
C -0.03 2.87 1.69
C 1.36 2.28 1.75
C 2.33 2.82 2.57
C 3.61 2.30 2.55
C 3.87 1.24 1.69
C 2.84 0.74 0.93
N 1.59 1.23 0.94
H 0.00 3.43 -0.20
H -0.71 2.26 2.29
H -0.05 3.89 2.07
H 2.08 3.65 3.22
H 4.39 2.71 3.19
H 4.86 0.81 1.61
H 3.02 -0.10 0.27
C -3.37 -2.94 -1.03
O -2.08 -2.36 -0.91
C -1.20 -2.62 -1.90
C -1.53 -3.34 -3.04
C -0.55 -3.63 -3.97
Br -1.03 -4.62 -5.51
C 0.76 -3.25 -3.79
C 1.10 -2.52 -2.65
C 0.13 -2.18 -1.71
O 0.48 -1.49 -0.56
C 2.52 -2.22 -2.43
N 3.46 -3.10 -2.62
C 4.64 -2.46 -2.30
C 5.95 -2.93 -2.32
C 6.95 -2.05 -1.98
C 6.67 -0.73 -1.61
C 5.38 -0.25 -1.58
C 4.37 -1.13 -1.93
N 2.99 -1.01 -1.99
H -3.30 -4.03 -1.07
H -3.89 -2.57 -1.91
H -3.91 -2.64 -0.14
H -2.53 -3.69 -3.20
H 1.54 -3.52 -4.49
H 1.45 -1.54 -0.47
H 6.16 -3.95 -2.60
H 7.98 -2.38 -1.99
H 7.49 -0.07 -1.36
H 5.17 0.78 -1.29
H 2.45 -0.14 -1.97
N -4.66 -5.25 3.20
C -3.94 -4.07 3.18
C -2.79 -3.95 2.39
C -2.14 -2.74 2.28
C -2.62 -1.63 2.95
C -3.75 -1.73 3.76
C -4.39 -2.95 3.88
S -1.85 -0.05 2.76
O -0.59 -0.04 3.46
O -2.76 0.98 3.18
N -1.45 0.11 1.20
C -2.36 0.27 0.23
N -3.68 0.18 0.41
C -4.44 0.42 -0.64
C -3.93 0.74 -1.90
C -2.55 0.81 -2.00
N -1.77 0.57 -0.96
H -4.19 -6.08 2.88
H -5.31 -5.38 3.95
H -2.42 -4.82 1.85
H -1.26 -2.65 1.66
H -4.11 -0.85 4.26
H -5.27 -3.04 4.52
H -5.51 0.34 -0.47
H -4.58 0.91 -2.74
H -2.06 1.05 -2.93
C 4.13 -5.45 3.73
Ge 2.36 -4.87 3.06
C 1.56 -6.26 1.91
C 1.16 -4.49 4.59
C 2.62 -3.25 1.92
Se 1.32 -1.81 2.35
C 2.29 -1.24 3.93
H 4.04 -6.40 4.26
H 4.54 -4.72 4.42
H 4.83 -5.58 2.90
H 1.29 -7.13 2.50
H 2.26 -6.57 1.13
H 0.66 -5.87 1.43
H 0.54 -5.36 4.82
H 0.50 -3.66 4.34
H 1.73 -4.23 5.48
H 2.45 -3.53 0.88
H 3.62 -2.84 2.02
H 2.54 -2.10 4.54
H 1.63 -0.56 4.46
H 3.20 -0.72 3.63
N 5.57 5.75 -6.60
C 4.91 5.09 -5.93
C 4.10 4.26 -5.09
C 2.74 4.10 -5.36
C 1.97 3.31 -4.54
C 2.52 2.67 -3.42
C 3.89 2.83 -3.17
C 4.67 3.62 -3.99
C 1.72 1.92 -2.52
C 1.06 1.31 -1.68
H 2.31 4.61 -6.21
H 0.91 3.17 -4.74
H 4.33 2.34 -2.31
H 5.73 3.74 -3.80
```

Results
spin multiplicity: 4
highest occupied orbital energy (spin up / spin down): -0.257 / -0.286 hartree
⟨S²⟩: 3.773
orbital gap (spin up / spin down): 7.10 / 7.65 eV